Density functional theory data (ωB97M-V/def2-TZVPD) for a molecular structure, C2H3NOS in a non-equilibrium geometry.

Geometry as XYZ:
```
8
Properties=species:S:1:pos:R:3:nbo_charge:R:1
C 2.13586 0.02294 0.06877 0.261
C 0.10534 0.60623 -0.14165 0.081
N 0.95795 -0.51742 0.07484 -0.615
O 1.10116 1.61518 0.11198 -0.636
S 3.63739 -0.17986 -0.07800 0.148
H -0.09698 0.83798 -1.27638 0.181
H -0.71198 0.49786 0.57362 0.169
H 0.74073 -1.47446 0.14222 0.411
```

HOMO-LUMO gap: 9.84 eV
relative energy (zero: lowest compared OMol25 entry of this formula, charge and spin): 2.724 eV
max |F|: 3.43 eV/A
DFT total energy: -16492.47422 eV